Entry from OMol25: C13H17Cl3N2NiO7S as an isolated structure (ωB97M-V/def2-TZVPD).

Values from the calculation:
Highest occupied orbital energy (alpha / beta)   -0.0581 / -0.0493 Eh
Spin multiplicity   3
Total charge   -2
Orbital gap (alpha / beta)   5.999 / 5.618 eV
Maximum force   8.619 eV Å⁻¹

Each line ends with the Mulliken spin population.
Positions of all 44 atoms, in Å:
H -0.258 -1.833 -3.832  0.00
C 0.172 0.862 -3.451  0.00
C -1.644 2.035 2.629  0.01
C 1.237 1.919 -3.278  0.00
H 0.904 2.024 0.843  0.00
H 2.212 1.506 -3.562  0.00
C 1.237 2.309 -1.818  0.00
O -1.091 -0.472 0.992  -0.03
C 0.643 -2.291 3.837  0.04
S -3.963 -0.464 0.033  -0.16
O 1.097 -1.108 -0.592  0.00
Ni 0.317 -1.068 2.056  1.57
C 2.347 -1.990 2.331  0.07
C -2.187 1.610 1.259  0.44
Cl -2.070 0.514 0.276  -0.09
C 1.699 1.419 0.401  0.00
O -5.119 0.300 0.363  -0.04
H -0.208 -4.055 2.774  0.00
C 0.978 -0.125 -1.335  0.00
H 2.200 -0.714 4.161  0.00
C 1.777 -1.477 3.528  0.02
H 1.025 2.789 -3.900  0.00
C 1.571 -3.080 1.897  0.06
Cl -2.014 3.807 -1.215  0.04
H 3.270 -1.648 1.891  0.00
H 0.110 0.521 -4.489  0.00
H -1.445 -1.080 -2.731  0.00
Cl -3.848 -1.793 1.752  -0.04
C 0.524 -3.264 2.818  0.08
N 0.510 -0.300 -2.634  0.00
N 1.416 1.117 -0.987  0.00
H -0.215 -2.172 -2.085  0.00
H 1.794 0.500 0.970  0.00
H 2.648 1.960 0.471  0.00
O -0.519 1.498 2.880  0.04
O -2.280 2.841 3.303  0.02
H 1.766 -3.694 1.034  0.00
O -4.035 -1.397 -1.062  -0.03
H 2.068 2.985 -1.590  0.00
H 0.031 -2.216 4.722  0.00
H 0.295 2.811 -1.555  0.00
C -0.406 -1.410 -2.833  0.00
H -0.800 1.271 -3.157  0.00
O -1.746 1.054 -1.117  0.00

Entry from OMol25: a 5-piece molecular cluster, C13H17Cl8NO5 overall (ωB97M-V/def2-TZVPD).

Values from the calculation:
Highest occupied orbital energy   -0.3595 Eh
Spin multiplicity   1
Total charge   0
SMILES string   CC(=O)N(C)C1=C(O)C(=O)C(O)=CC1=O.ClCCl.ClCCl.ClCCl.ClCCl
Orbital gap   8.475 eV
Maximum force   1.326 eV Å⁻¹

Each line ends with the Mulliken charge.
Positions of all 44 atoms, in Å:
C 1.885 -0.526 1.258  -0.97
Cl -0.127 0.372 -5.751  -0.18
C -5.044 -1.975 3.225  -0.26
H 3.211 3.804 0.766  0.29
H -5.907 -1.878 2.577  0.27
H 0.822 -0.455 1.023  0.22
O 3.543 0.268 -0.249  -0.56
C 3.229 2.866 0.209  -1.01
H 2.017 0.838 -4.908  0.28
H -3.199 0.503 1.253  0.15
C 4.837 -1.172 -2.857  0.54
H 4.046 -1.520 -3.508  0.06
Cl -3.627 -1.363 2.349  -0.15
O -3.158 1.412 0.908  -0.43
Cl -5.016 -5.680 1.678  -0.16
C -1.144 1.441 -0.363  -0.51
H 4.256 2.512 0.203  0.39
C 0.258 2.465 1.893  0.63
N 2.404 1.881 0.932  0.16
C -4.805 -5.194 -0.012  -0.27
H 2.244 -1.491 0.912  0.34
H 4.440 -0.446 -2.159  -0.20
C -1.221 2.674 1.725  0.48
O -1.817 3.520 2.339  -0.54
H 1.983 -0.434 2.340  0.31
C 1.085 0.500 -4.471  0.10
H 0.593 3.516 3.449  0.36
H -4.852 -3.013 3.464  0.24
H 0.734 1.200 -3.722  0.00
Cl 6.086 -0.398 -3.847  -0.19
H 2.888 3.047 -0.807  0.34
O 0.755 2.178 -1.546  -0.60
H -4.015 -5.795 -0.444  0.27
H -1.553 0.822 -1.152  0.45
Cl -5.340 -1.082 4.714  -0.15
H -5.741 -5.353 -0.532  0.28
C 2.697 0.540 0.567  0.79
C 0.256 1.937 -0.470  0.50
Cl 1.379 -1.059 -3.679  -0.18
Cl 5.477 -2.548 -1.947  -0.18
C -1.869 1.773 0.706  0.35
Cl -4.360 -3.490 -0.159  -0.11
O 0.766 2.615 3.140  -0.53
C 0.992 2.116 0.832  -0.66

Entry from OMol25: C13H17ClINO2PTi as an isolated structure (ωB97M-V/def2-TZVPD).

Values from the calculation:
Highest occupied orbital energy (alpha / beta)   -0.6825 / -0.6827 Eh
Spin multiplicity   1
Total charge   +3
Orbital gap (alpha / beta)   3.287 / 3.241 eV
Maximum force   8.912 eV Å⁻¹

Each line ends with the Mulliken charge.
Positions of all 37 atoms, in Å:
H 1.866 0.338 -2.237  0.36
P 0.391 -1.397 -1.387  1.54
H -1.737 -1.821 -2.410  0.44
H -0.110 2.921 2.742  0.11
H -1.037 5.156 3.295  0.43
C -2.669 3.024 0.469  -0.35
O 3.708 -0.004 -0.386  -0.12
C -1.435 -1.314 -1.483  -1.14
H -4.075 4.636 0.259  0.43
H 0.890 -0.446 -3.520  0.45
H -3.016 6.030 2.043  0.45
H -0.039 -2.863 -3.222  0.54
Ti 1.035 -1.131 1.073  -0.10
C -2.607 5.050 1.805  -0.33
H 2.608 -3.698 2.106  0.41
C -1.518 2.551 1.145  1.10
C 2.742 -4.087 1.090  -1.06
C 0.664 -2.890 -2.380  -1.68
C -0.962 3.320 2.191  -0.27
H 3.755 -4.512 0.996  0.41
C 2.751 -0.396 0.156  0.59
C -3.200 4.269 0.802  -0.66
H 1.699 -2.911 -2.735  0.46
C 0.876 -0.048 -2.496  -1.25
C -1.497 4.564 2.506  -0.79
Cl -0.350 -2.876 1.494  -0.14
I 0.945 0.352 3.408  0.12
H 0.461 -3.775 -1.766  0.43
H -1.883 -1.821 -0.622  0.35
H -1.751 -0.263 -1.525  0.35
H 1.991 -4.872 0.916  0.35
O 3.112 -2.973 -0.997  -0.13
H 0.127 0.751 -2.424  0.38
C 2.544 -3.005 0.061  0.72
N -0.254 0.382 0.589  0.08
H -3.112 2.410 -0.321  0.44
C -0.911 1.349 0.767  0.10

Entry from OMol25: C13H17FFeN2 as an isolated structure (ωB97M-V/def2-TZVPD).

Values from the calculation:
Highest occupied orbital energy (alpha / beta)   -0.2640 / -0.2698 Eh
Spin multiplicity   5
Total charge   0
Orbital gap (alpha / beta)   6.349 / 6.326 eV
Maximum force   2.620 eV Å⁻¹

Each line ends with the Mulliken spin population.
Positions of all 34 atoms, in Å:
C 2.061 2.010 -2.680  0.02
C 3.044 1.966 -1.607  0.03
H -1.002 0.696 -2.705  0.01
C -3.220 -1.642 1.477  0.00
C 2.069 2.744 -3.877  0.00
H 2.328 -2.044 -0.485  0.02
H 4.609 3.250 -2.353  0.00
H 0.580 -2.316 -0.247  0.01
C 5.048 2.409 -0.358  0.02
H 2.747 0.575 1.397  0.01
C -2.274 -1.801 2.627  0.00
F -0.416 1.078 0.368  0.08
C 4.290 2.612 -1.524  -0.01
H 6.045 2.844 -0.286  0.00
Fe 0.899 0.195 -0.684  3.81
H -2.783 -1.534 3.556  0.00
H -3.493 -2.602 1.029  0.00
H -1.926 -2.829 2.704  0.00
N 2.586 1.211 -0.557  -0.03
C 3.262 1.117 0.599  0.04
C 1.324 -1.787 -0.860  -0.04
H 0.961 3.203 -5.679  0.00
H -4.132 -1.141 1.789  0.00
H 5.085 1.521 1.658  0.00
C 4.536 1.672 0.721  -0.01
H -1.392 -1.177 2.478  0.00
N 0.962 1.251 -2.366  -0.01
C -0.169 1.938 -4.329  0.00
C 0.960 2.675 -4.724  0.01
H -1.070 1.895 -4.926  0.00
H 1.254 -2.174 -1.890  0.03
H -2.807 -1.016 0.679  0.00
C -0.149 1.251 -3.116  0.03
H 2.939 3.369 -4.084  0.00

Entry from OMol25: one molecule with the formula C13H17FN2O3 (ωB97M-V/def2-TZVPD).

Values from the calculation:
Highest occupied orbital energy   -0.3223 Eh
Spin multiplicity   1
Total charge   0
SMILES string   COC(=O)CCN(C(=O)c1ccccc1F)N(C)C
Orbital gap   9.479 eV
Maximum force   3.465 eV Å⁻¹

Each line ends with the Mulliken charge.
Positions of all 36 atoms, in Å:
H 1.949 1.042 -0.141  0.44
F -2.825 -0.528 0.894  -0.33
C -1.018 -3.108 -1.827  -0.53
H -0.039 2.368 0.871  0.15
H 2.588 -1.728 2.896  0.29
H -0.458 4.492 -2.833  0.30
N 0.926 -0.282 1.080  0.77
C -0.082 -1.254 1.297  0.48
N 1.979 0.073 2.031  -0.26
C -2.941 -1.906 -1.008  -0.60
H -1.148 1.226 0.061  -0.01
H 3.866 -0.498 2.541  0.41
H 2.170 1.009 3.931  0.34
O 1.137 2.966 -1.444  -0.58
C -0.985 3.582 -3.086  -0.62
H 0.802 0.011 -0.980  0.32
C -0.007 2.610 -1.164  0.29
H 3.236 -1.457 1.246  0.30
C -0.253 -2.619 -0.764  -0.30
H 0.808 -2.833 -0.640  0.44
H 0.739 0.007 3.772  0.27
C -0.901 -1.787 0.180  0.25
C 2.966 -0.978 2.200  -1.02
H -0.408 2.987 -3.819  0.28
H -0.494 -3.749 -2.561  0.35
C -2.234 -1.405 0.048  0.31
O -1.120 2.772 -1.924  -0.30
H -3.966 -1.616 -1.165  0.45
H -1.967 3.898 -3.531  0.22
H 0.843 1.595 2.959  0.23
C 1.421 0.735 3.221  -0.86
C 0.949 0.584 -0.059  -1.12
C -2.367 -2.786 -1.929  -0.50
C -0.131 1.684 0.036  0.35
H -2.966 -3.197 -2.719  0.41
O -0.069 -1.911 2.333  -0.62

Entry from OMol25: C13H17FN2Zn as an isolated structure (ωB97M-V/def2-TZVPD).

Values from the calculation:
Highest occupied orbital energy   -0.2774 Eh
Spin multiplicity   1
Total charge   0
Orbital gap   6.642 eV
Maximum force   1.642 eV Å⁻¹

Each line ends with the Mulliken charge.
Positions of all 34 atoms, in Å:
C -0.588 -3.455 -2.080  -0.60
H -1.686 -1.578 2.187  0.25
H 2.544 -2.109 -2.153  0.33
H 4.476 1.637 -0.581  0.42
C -1.511 1.375 -2.411  -0.26
N 0.735 0.843 0.006  0.20
H -3.358 2.447 -2.792  0.36
H -0.573 1.543 -1.879  0.02
H -0.086 -0.826 2.432  0.25
C -2.533 2.450 -2.075  -0.98
C 1.489 -2.245 -1.935  -0.68
F -2.844 1.141 0.256  -0.79
C -1.130 -0.630 2.153  -1.04
H -2.933 2.227 -1.073  0.23
H 0.578 2.652 1.011  0.45
H 3.458 -0.500 -1.451  0.34
C 1.514 -0.047 -0.670  0.64
C 2.873 0.230 -0.896  -0.68
H -2.242 -2.483 -1.042  0.44
N -0.490 -1.377 -0.886  0.37
H 2.984 3.254 0.678  0.40
H -1.880 0.375 -2.174  0.03
H -2.073 3.441 -2.062  0.28
Zn -1.268 0.152 0.388  0.30
H -1.566 0.073 2.878  0.21
C 2.607 2.315 0.283  -0.54
C 0.771 -3.349 -2.393  -0.53
H 1.267 -4.114 -2.986  0.42
H -1.196 -4.296 -2.406  0.39
C 1.262 1.989 0.476  -0.30
C -1.184 -2.446 -1.318  -0.21
C 3.423 1.418 -0.414  -0.54
H -1.278 1.379 -3.482  0.40
C 0.838 -1.262 -1.170  0.44